1.
C25H52BrF13N2O10S2 | ωB97M-V/def2-TZVPD

Calculated values
* frontier orbital gap: 10.08 eV
* HOMO: -9.6 eV
* multiplicity: 1
* electronic energy: -177259.2149 eV
* SMILES: CC(=O)N(C)[C@@]1(Br)COS(=O)(=O)[C@H](CCC(F)(F)C(F)(F)C(F)(F)C(F)(F)S(F)(F)(F)(F)F)[C@H]1N.CCO.CCO.CCO.CCO.CCO.CCO

The geometry in XYZ format:
```
105
Properties=species:S:1:pos:R:3:forces:R:3
H 3.35440 7.60872 0.37489 -0.046 0.052 -0.002
F 4.72276 -7.02449 -0.96359 -0.835 1.195 -1.256
O 0.63089 0.48360 -1.19708 -0.229 1.080 1.100
C 1.28211 7.02357 0.27375 0.189 -0.348 0.106
H 2.95692 6.22294 1.37951 -0.060 0.013 0.078
C -7.07531 1.98456 -3.40460 -0.067 0.025 0.020
H -1.39538 0.40903 4.69987 0.102 -0.216 -0.090
C -2.46033 0.50664 0.99483 -0.293 0.349 -0.352
C 0.28370 -2.14051 1.27194 0.255 0.087 0.459
H -2.09912 1.73119 3.80243 0.144 0.029 -0.218
H 2.38802 -2.82155 -1.40592 -0.138 0.069 -0.102
H 3.97097 1.28619 -3.96560 0.162 0.045 -0.059
C -1.70372 -1.90111 -0.16094 0.183 -0.923 0.645
H -0.59900 -2.74379 6.70007 -0.010 0.033 -0.145
H 1.25450 -0.64453 7.94582 0.048 -0.078 0.042
O -5.66236 0.78006 -1.85111 -0.037 0.006 0.174
H -3.15997 2.88632 -1.97605 0.070 0.038 0.075
H 1.69254 -1.29162 2.45246 -0.244 0.184 0.328
H 2.73097 -3.33184 1.51231 -0.244 -0.201 0.023
N -1.13957 -0.06453 1.33426 -1.530 -0.303 1.064
C 2.58826 7.18988 1.02852 0.033 0.056 -0.016
H -7.88062 1.26134 -3.27024 -0.016 0.047 0.052
H 3.64328 -1.00046 -4.95784 0.062 0.019 0.055
C -1.84008 0.67128 3.74441 -0.705 -0.031 -0.406
F 4.31400 -11.01916 -1.58155 -0.196 -0.144 -0.200
C 0.36350 -1.27714 7.95339 -0.060 0.041 -0.007
C -4.34978 9.06271 -2.89249 0.043 -0.011 -0.060
S 4.43885 -9.61867 -0.87863 1.237 -0.327 -1.159
H 0.51243 6.59709 0.92652 -0.042 0.155 0.064
H -1.87359 4.80902 -2.76140 0.083 -0.056 -0.022
H 1.83839 0.53557 -4.40342 -0.054 0.113 0.003
H -4.34020 9.84685 -2.13132 -0.100 0.008 -0.016
H 0.40815 -1.83533 3.32635 0.070 -0.171 0.033
H 1.16971 -2.79136 6.63908 -0.071 -0.104 0.082
H -6.81258 2.37103 -1.29878 0.092 -0.101 0.086
H 3.64090 -0.30067 -6.56979 0.036 0.056 -0.008
H 0.92769 7.98616 -0.09257 -0.039 -0.068 -0.113
O -1.23748 -1.07576 -1.22886 0.578 -0.606 0.636
H -5.69811 7.75227 -1.82647 -0.076 -0.029 -0.153
H -2.78782 -1.93905 -0.14505 -0.007 0.456 -0.297
H 0.38617 -1.89943 8.84916 0.027 0.024 0.002
O 2.16824 1.25560 -4.95635 -0.003 0.040 -0.064
S 0.35947 -0.90593 -1.30843 0.943 2.677 -1.269
F 1.25290 -5.39345 1.09182 -0.738 -0.817 0.003
H -5.12606 0.50747 -2.60408 -0.051 0.006 0.077
C 4.03040 -0.17391 -5.55880 0.049 -0.006 -0.049
H -0.52260 5.29524 -1.71624 -0.070 -0.006 -0.068
F 3.10807 -5.93499 2.60344 -0.280 0.144 0.815
C -4.69977 7.72114 -2.27572 0.061 0.310 0.251
H 3.95578 1.98130 -5.59582 -0.102 0.050 0.024
H -2.50862 1.54256 1.32378 0.181 0.014 -0.002
O -2.87652 2.96450 -1.05890 -0.068 -0.083 0.217
C -1.11518 -1.48977 1.21216 0.439 0.388 -1.145
F 2.37902 -5.65058 -0.76732 0.028 -0.841 -0.473
H 3.76500 -3.64678 0.11654 0.031 0.131 0.188
H -4.68823 6.93806 -3.03291 0.066 -0.079 0.095
O 0.30346 0.72255 2.90855 3.251 0.601 0.338
O -3.75358 7.35568 -1.27530 -0.037 -0.037 -0.022
N 1.00758 -2.03333 2.53126 0.362 0.155 -0.471
H -3.30121 -0.01101 1.46961 0.138 -0.166 -0.065
C 3.50474 -6.03042 1.33260 -1.145 -0.942 -0.049
F 2.30968 -7.93797 0.71921 -0.844 -0.639 -0.258
C 1.21240 -1.72035 0.07746 -0.633 -2.088 -0.071
H -3.35283 9.02971 -3.33356 -0.032 -0.051 -0.038
Br -2.24777 -2.47990 2.53473 -0.032 -0.182 0.069
H 2.04435 -1.09608 0.39836 -0.461 0.683 -0.209
F 5.76851 -7.92742 0.58467 1.244 -0.140 1.068
H -3.76649 8.03924 -0.59595 0.013 -0.073 -0.056
H -1.35488 -2.92752 -0.32497 -0.244 -0.003 -0.092
C 2.74844 -3.74276 0.50385 0.614 -0.304 -0.789
H -0.88721 2.81887 -1.58084 0.131 0.022 0.156
C -6.21708 2.05892 -2.15498 0.185 -0.259 -0.400
H 1.05657 -0.77400 5.51707 -0.093 0.014 -0.028
H -6.48308 1.65193 -4.26076 0.025 0.098 -0.013
C 3.53873 -7.58828 1.03594 0.911 1.918 -0.491
C -0.80099 0.43444 2.65484 -1.806 -0.077 0.188
O 1.44997 6.17572 -0.85818 0.062 0.122 -0.027
F 3.72443 -10.22882 0.37829 -0.362 0.101 0.373
F 3.08728 -9.18788 -1.55724 -0.590 0.176 0.418
H -2.20141 5.56501 -1.21150 0.025 -0.003 0.010
C 0.30023 -2.12961 6.70030 0.273 0.200 0.066
C 3.58593 1.15910 -4.98374 -0.207 -0.325 0.168
H 5.11968 -0.24515 -5.58981 -0.014 -0.035 0.009
H -1.23235 3.58886 -0.02222 -0.111 -0.103 0.040
O 0.25691 -1.31345 5.53004 -0.101 -0.008 -0.114
H -5.40171 2.77725 -2.28634 -0.132 0.168 0.061
C -1.53043 4.87724 -1.72461 -0.014 0.016 0.122
H -5.06814 9.33803 -3.66659 0.005 0.035 0.022
H 0.97130 -3.65596 -0.78213 0.157 -0.153 -0.114
H -0.50133 -0.61443 8.00750 -0.033 -0.063 0.010
H -2.61367 0.55527 -0.07860 0.116 -0.135 -0.027
F 5.85141 -10.08167 -0.33538 -0.031 -0.243 0.498
H 2.46251 7.84803 1.89014 0.022 -0.032 0.014
H -2.76693 0.12584 3.58654 0.037 -0.034 0.118
C 2.45337 -5.24628 0.50772 0.558 2.411 0.527
H -7.51136 2.95710 -3.63974 0.012 -0.015 -0.041
C -1.55450 3.51383 -1.06165 -0.050 0.055 -0.577
C 1.82041 -3.02997 -0.50514 -0.161 0.352 0.483
F 3.92146 -8.15383 2.16087 0.036 -0.986 0.903
F 5.20181 -9.05899 -2.15761 0.026 0.013 -0.180
C 4.61588 -7.93044 -0.03433 -0.262 -0.900 0.254
H 1.75347 5.31801 -0.53839 -0.019 0.057 -0.079
O 0.79642 -1.37255 -2.58297 -0.192 -1.905 -0.252
H 0.10709 -3.20897 1.11418 -0.296 0.095 0.018
F 4.70695 -5.47901 1.27939 0.898 0.219 -0.518
```
Forces are in eV/Å.

Atom charges from the Mulliken analysis, given in e for atoms 1 to 8: H 0.27; F -0.26; O -0.72; C -0.21; H 0.32; C -1.11; H 0.28; C -1.57

---

2.
C25H53ClFI2O17P2 | ωB97M-V/def2-TZVPD

Calculated values
* frontier orbital gap: 5.53 eV
* net charge: -1
* HOMO: -3.9 eV
* multiplicity: 1
* energy relative to the best compared isomer or geometry (same formula, charge and spin): 0.0 kJ/mol
* electronic energy: -111608.7864 eV

The geometry in XYZ format:
```
101
Properties=species:S:1:pos:R:3:forces:R:3
O 6.03641 -2.93307 -1.27525 0.088 -0.172 -0.023
C 4.24529 -1.58166 -0.69080 0.286 -0.391 -0.418
O -9.06981 -0.44153 -2.88764 -0.019 -0.012 0.006
H 2.96884 2.59633 0.42765 0.163 0.126 -0.039
C 7.77572 1.53485 0.66368 -0.185 -0.228 -0.088
F 5.44811 -0.62750 1.23041 -0.050 -0.184 0.219
H -13.95390 2.06003 -0.36146 -0.004 0.038 -0.066
H 2.17389 -0.30376 2.17066 0.003 0.172 -0.146
H 1.73145 -1.81836 -0.83680 0.132 0.004 -0.033
H 2.85500 2.58338 -1.35979 0.372 0.144 0.167
H 0.68598 -3.08248 -0.19383 0.025 -0.041 -0.037
C 4.31750 -4.83065 5.76087 0.068 0.015 -0.149
C -12.87163 2.09603 -0.25383 0.014 -0.196 0.031
C 10.27991 4.58208 -2.67738 -0.036 0.016 -0.029
H -6.06929 -2.47436 -2.88104 0.013 -0.067 -0.014
O 9.66025 3.83555 -1.97075 0.039 -0.027 0.011
H -4.70892 -2.80289 -3.97979 0.005 -0.062 0.054
H -11.17657 -0.28502 -4.47025 0.063 0.019 0.005
H -12.39603 1.84152 -1.19837 -0.042 0.028 -0.038
O 5.52976 -1.58937 -1.33335 -0.138 0.112 0.175
P 4.04877 -0.07487 0.45722 0.059 0.523 -0.421
H 9.58562 7.50055 -1.55528 0.036 -0.004 -0.046
O 4.34654 -5.42827 7.06839 0.063 -0.005 -0.009
C 9.48027 6.42024 -1.52069 -0.041 0.126 0.050
C -11.54850 0.17772 -3.55862 -0.105 0.084 -0.067
O -9.84867 -1.63177 -1.13200 -0.020 0.027 0.014
H 1.41334 -6.50028 9.28028 -0.025 0.043 -0.031
C 5.05746 1.00760 -2.56970 0.366 -0.214 0.152
H -12.15118 7.51448 -0.37443 0.018 -0.032 0.041
C -3.87637 -2.76058 -1.48390 -0.025 0.001 0.016
H -12.62943 0.27171 -3.60594 -0.010 -0.050 0.055
H -13.63113 6.81418 -1.07353 -0.009 -0.037 -0.041
H 7.18906 -0.24012 -0.39626 0.047 -0.060 -0.189
H 2.59034 -3.15776 1.24682 0.060 -0.019 -0.005
H 1.64618 0.35974 0.19924 -0.174 -0.231 -0.232
C 3.20189 -5.36873 7.73533 0.005 -0.004 -0.017
H 10.12406 2.41983 -4.13812 -0.023 -0.004 0.057
H 9.82052 6.04308 -0.55865 -0.025 -0.054 0.000
H 4.33681 0.20986 -2.73443 -0.155 0.060 -0.084
H -5.36233 -1.15617 -3.83451 0.053 0.056 0.070
C 2.22330 -5.95022 9.75600 -0.021 -0.040 0.107
H 0.99886 3.80887 -0.26779 -0.036 0.052 0.122
H -2.02499 -4.10886 -0.19140 -0.041 -0.022 -0.030
H -12.55547 1.39366 0.51086 0.042 0.066 0.048
O 3.38658 -5.94896 8.93067 0.015 -0.002 -0.001
H 6.24682 -3.08726 -2.20432 -0.054 0.031 -0.044
C -2.54653 -3.31705 0.34268 0.076 -0.010 0.121
H 11.77627 2.65999 -4.75859 0.008 0.056 -0.005
H 7.17169 2.38337 0.98432 0.071 0.159 -0.030
H 7.81304 0.84259 1.50376 0.066 0.023 0.066
H -8.00196 -2.47314 -1.58727 0.008 0.038 -0.034
H 2.51312 -6.44365 10.67950 0.049 -0.007 -0.017
H 4.08674 -3.77071 5.81828 -0.117 -0.010 0.076
O 2.16932 -4.88708 7.35220 0.016 -0.014 0.008
O -11.27109 -0.64601 -2.42354 -0.035 0.006 0.036
H 8.78217 1.88453 0.43919 0.089 0.038 0.048
H -11.10131 1.16253 -3.43565 0.069 -0.015 -0.039
P 5.37314 1.35381 -0.76311 0.035 0.547 -0.129
C 7.13788 0.83312 -0.55223 0.072 -0.098 0.406
H -12.06606 6.58485 -1.88949 -0.035 -0.033 -0.027
C -9.97075 -0.86542 -2.21241 0.006 -0.017 -0.005
C 1.01259 2.72778 -0.36742 0.194 0.000 -0.118
O 11.06342 4.22322 -3.69800 0.005 0.028 0.014
C 11.11414 2.80949 -3.91082 0.058 -0.092 -0.088
C 2.49226 0.66320 -0.41665 0.258 0.328 0.580
C -8.49425 -1.93621 -0.78005 0.133 -0.096 0.120
I 0.48346 -2.82950 2.82117 0.042 -0.072 0.069
O -12.31180 5.51966 -0.12090 -0.002 -0.009 0.017
H 0.34358 -1.40062 0.14671 0.022 0.077 0.017
H 3.99581 0.97721 1.44091 -0.092 -0.085 0.043
C -12.56223 6.67429 -0.92535 0.020 0.121 0.000
C 1.15104 -2.12103 0.02438 -0.365 -0.066 -0.009
H 1.89816 -4.93284 9.96568 -0.034 0.010 -0.046
C 2.81844 -1.06615 1.73828 0.127 -0.765 0.360
H 8.43990 6.14139 -1.67320 0.002 -0.061 0.022
H 3.58864 -5.32849 5.12559 -0.082 0.043 0.038
O -12.45119 3.38863 0.18985 -0.013 0.019 0.019
H 2.36993 0.27919 -1.42534 -0.131 -0.130 -0.058
O -4.28302 -3.89081 -1.59696 0.003 0.021 0.009
H 4.19183 -2.51823 -0.13886 -0.090 0.095 0.302
O -3.01923 -2.32011 -0.57539 0.019 0.011 0.015
H -8.54391 -2.56885 0.10036 -0.095 0.002 0.000
C -12.75333 4.37817 -0.64700 0.022 -0.004 -0.009
H 5.99642 0.67822 -3.01678 0.001 -0.016 -0.071
H 3.49718 -1.62786 -1.48490 -0.082 0.099 -0.053
H -7.94256 -1.02759 -0.54842 0.008 0.027 -0.077
H 4.74971 1.92141 -3.07106 -0.194 0.017 -0.095
H 11.51204 2.30324 -3.03375 -0.050 -0.003 0.033
I 3.88337 -1.73645 3.54271 0.025 0.259 -0.239
H -1.85715 -2.81846 1.01891 -0.084 0.048 -0.125
O -4.23162 -1.73323 -2.26073 0.028 0.003 0.001
H 0.43538 2.26128 0.42527 -0.061 0.030 0.091
C 1.98837 -2.25529 1.28496 -0.085 0.092 0.188
C 2.43474 2.19338 -0.43372 -0.483 -0.220 -0.261
H 7.68216 1.07557 -1.46444 -0.035 0.129 -0.116
Cl 0.11575 2.40057 -1.89810 -0.093 -0.089 -0.042
H 5.31312 -4.96216 5.34915 0.028 -0.041 0.071
O 10.29964 5.91296 -2.57966 0.022 -0.004 -0.010
C -5.14733 -2.07568 -3.29867 -0.107 0.074 -0.150
H -3.37896 -3.73916 0.90331 -0.021 -0.032 -0.044
O -13.32642 4.26315 -1.70020 0.008 0.003 0.018
```
Forces are in eV/Å.

Atom charges from the Mulliken analysis, given in e for atoms 1 to 8: O -0.47; C -1.35; O -0.54; H 0.31; C -1.33; F -0.45; H 0.30; H 0.76

---

> Which formula does entry 1 have?

C25H52BrF13N2O10S2